A 6-piece molecular cluster, C39H32ClN2O15P overall at a distorted geometry, computed with the ωB97M-V functional and the def2-TZVPD basis.

ORCA input file:
```
! wB97M-V def2-TZVPD RIJCOSX def2/J DEFGRID3
* xyz 0 1
N -2.595 -0.107 -4.332
P -2.265 -1.702 -4.568
O -3.772 -2.525 -5.023
O -1.126 -1.819 -5.887
C -1.606 -2.582 -2.994
C -1.250 -1.895 -1.704
C -0.674 -2.707 -0.364
O -0.650 -2.183 0.872
C -0.073 -4.212 -0.649
Cl 1.091 -5.140 0.489
C -0.424 -4.939 -1.934
C 0.196 -6.449 -2.274
C 1.792 -6.368 -2.707
O 2.385 -5.027 -2.563
C 2.721 -7.388 -1.764
N 3.190 -8.488 -2.694
C -1.414 -4.239 -3.052
O -2.090 -4.935 -3.971
H -2.337 0.112 -3.345
H -4.349 -1.826 -5.473
H -1.146 -2.743 -6.291
H -1.331 -0.724 -1.601
H -0.406 -6.905 -3.196
H 0.017 -7.217 -1.382
H 1.867 -6.643 -3.864
H 2.550 -4.587 -3.450
H 3.701 -6.854 -1.361
H 2.139 -7.773 -0.810
H 4.233 -8.502 -2.662
H 2.766 -9.375 -2.339
O -6.614 3.511 0.835
C -5.820 3.179 -0.034
C -4.403 3.589 0.024
C -3.536 3.227 -0.927
C -3.958 2.402 -2.076
O -3.163 2.070 -2.945
C -5.375 1.992 -2.135
C -6.241 2.353 -1.184
H -4.109 4.194 0.874
H -2.494 3.520 -0.899
H -5.669 1.387 -2.984
H -7.284 2.060 -1.211
O 3.930 -3.116 -4.051
C 4.844 -2.546 -3.472
C 6.162 -2.364 -4.111
C 7.161 -1.743 -3.477
C 6.989 -1.210 -2.110
O 7.903 -0.639 -1.531
C 5.670 -1.391 -1.471
C 4.672 -2.013 -2.106
H 6.272 -2.760 -5.114
H 8.134 -1.602 -3.931
H 5.560 -0.996 -0.469
H 3.698 -2.154 -1.652
O -9.542 0.608 2.782
C -8.929 1.255 3.620
C -7.763 2.080 3.250
C -7.093 2.785 4.167
C -7.491 2.771 5.588
O -6.878 3.418 6.426
C -8.658 1.946 5.958
C -9.328 1.241 5.042
H -7.483 2.081 2.203
H -6.234 3.395 3.912
H -8.937 1.945 7.005
H -10.186 0.631 5.296
O 9.473 1.083 -3.942
C 10.085 1.730 -3.104
C 11.252 2.555 -3.474
C 11.922 3.260 -2.558
C 11.524 3.246 -1.136
O 12.136 3.893 -0.298
C 10.357 2.421 -0.766
C 9.687 1.716 -1.682
H 11.531 2.556 -4.521
H 12.780 3.870 -2.812
H 10.077 2.420 0.281
H 8.828 1.106 -1.428
O -5.442 6.619 9.993
C -4.648 6.287 9.124
C -3.231 6.697 9.183
C -2.364 6.335 8.232
C -2.786 5.510 7.083
O -1.991 5.178 6.213
C -4.203 5.100 7.024
C -5.069 5.461 7.975
H -2.937 7.302 10.032
H -1.322 6.628 8.259
H -4.496 4.495 6.174
H -6.112 5.168 7.947
*
```

Summary:
frontier orbital gap: 6.630 eV
SMILES string: N=P(O)(O)C1=CC(=O)C(Cl)=C(C[C@@H](O)CN)C1=O.O=C1C=CC(=O)C=C1.O=C1C=CC(=O)C=C1.O=C1C=CC(=O)C=C1.O=C1C=CC(=O)C=C1.O=C1C=CC(=O)C=C1
HOMO energy: -9.13 eV

C39H32ClN2O4P2RuS as an isolated structure at a distorted geometry, computed with the ωB97M-V functional and the def2-TZVPD basis.

ORCA input file:
```
! wB97M-V def2-TZVPD RIJCOSX def2/J DEFGRID3
* xyz 2 2
Ru -0.084 0.505 -0.640
C 1.962 0.558 2.653
C 1.914 -0.694 1.759
P 2.355 -0.332 0.027
C 4.134 -0.722 -0.067
C 4.675 -1.418 -1.147
C 5.998 -1.830 -1.106
C 6.788 -1.538 -0.003
C 6.262 -0.808 1.053
C 4.944 -0.380 1.015
C 1.627 -1.606 -1.024
C 1.156 -2.805 -0.654
C 0.683 -3.780 -1.629
C 0.644 -3.523 -2.939
C 1.033 -2.193 -3.490
C 1.575 -1.164 -2.482
C 0.736 1.467 2.561
P 0.356 2.229 0.939
C -1.188 3.118 1.209
C -1.783 3.233 2.465
C -2.936 3.994 2.612
C -3.514 4.612 1.514
C -2.932 4.488 0.256
C -1.770 3.753 0.107
C 1.624 3.486 0.657
C 1.286 4.840 0.704
C 2.275 5.803 0.568
C 3.598 5.430 0.380
C 3.939 4.085 0.318
C 2.957 3.118 0.442
H 2.853 1.159 2.465
H 2.033 0.217 3.686
H 0.910 -1.111 1.755
H 2.602 -1.448 2.143
H 4.078 -1.673 -2.009
H 6.409 -2.387 -1.937
H 7.817 -1.872 0.030
H 6.876 -0.571 1.912
H 4.557 0.202 1.842
H 1.162 -3.093 0.390
H 0.394 -4.757 -1.262
H 0.307 -4.270 -3.647
H 1.566 -2.268 -4.433
H 2.492 -0.661 -2.796
H 0.871 2.316 3.235
H -0.155 0.913 2.866
H -1.354 2.759 3.338
H -3.377 4.106 3.594
H -4.413 5.202 1.640
H -3.378 4.973 -0.603
H -1.285 3.707 -0.858
H 0.263 5.150 0.864
H 2.007 6.850 0.612
H 4.365 6.186 0.276
H 4.968 3.790 0.161
H 3.232 2.077 0.359
O -4.967 -0.690 2.503
C -5.297 0.098 1.495
O -6.400 0.538 1.355
C -4.223 0.446 0.488
C -4.433 1.255 -0.620
Cl -5.860 2.059 -1.014
N -3.267 1.362 -1.314
N -2.312 0.653 -0.679
C -2.866 0.104 0.389
C -1.957 -0.721 1.222
O -2.273 -1.163 2.302
O -0.785 -0.905 0.677
C -2.972 2.004 -2.576
C -3.977 2.292 -3.493
C -3.662 2.876 -4.712
C -2.349 3.166 -5.043
C -1.345 2.871 -4.133
C -1.654 2.296 -2.912
H -4.015 -0.929 2.535
H -4.998 2.031 -3.287
H -4.460 3.095 -5.408
H -2.109 3.610 -5.999
H -0.314 3.104 -4.369
H -0.851 2.094 -2.225
S -0.470 -1.098 -3.673
C 0.385 -0.258 -2.520
*
```

Summary:
frontier orbital gap (alpha / beta): 5.931 / 6.204 eV
HOMO energy (alpha / beta): -14.15 / -14.18 eV
expectation value of S²: 0.776
energy above the lowest of the compared OMol25 structures with the same formula, charge and spin: 29.6 kcal/mol

| no. | M (g/mol) |
| --- | --- |
| 1 | 835.11 |
| 2 | 823.23 |